(1)
12
Properties=species:S:1:pos:R:3:nbo_charge:R:1 method="wB97M-V/def2-TZVPD" gap_ev=10.54 total_charge=0 de_lowest_kcal_mol=77.9 homo_ev=-9.542 fmax_ev_per_a=8.6
C -0.09587 0.45205 0.76690 -0.0963
C -0.58086 -1.01406 0.51383 -0.4250
C -1.34180 -0.46356 -0.55460 -0.4009
C -1.07108 1.02395 -0.13597 -0.4615
H 0.32679 0.97105 1.64502 0.2358
H -1.11429 -1.05892 1.28693 0.1894
H 0.11666 -1.88612 0.38348 0.2343
H -0.67304 -0.33903 -1.53749 0.2298
H -2.37319 -1.03799 -1.05184 0.2188
H -0.64779 1.79297 -0.86463 0.2348
H -1.79107 1.69886 0.43285 0.2254
Cl 1.45257 -0.00771 -0.22560 -0.1847

(2)
113
Properties=species:S:1:pos:R:3:mulliken_charge:R:1 method="wB97M-V/def2-TZVPD" gap_ev=6.37 total_charge=-2 de_lowest_kcal_mol=5.6 homo_ev=-2.435 fmax_ev_per_a=0.5
Tl -0.68276 1.00815 0.69865 1.1807
C 2.63887 -0.09884 2.43236 -1.3169
C 2.95214 0.26830 0.97552 2.1126
C 4.45512 0.44539 0.77011 -1.6930
C 2.39747 -0.78150 0.05810 -1.0157
C 2.93005 -2.03509 -0.27551 -1.1433
C 1.97228 -2.63417 -1.06935 0.1811
C 2.04356 -4.04095 -1.60126 0.1823
C 2.11195 -4.15848 -3.12606 -1.4144
C 0.95169 -4.93897 -1.01669 -1.2913
N 0.94522 -1.76389 -1.19200 0.5263
N 1.20824 -0.63340 -0.50404 0.6071
B -0.42067 -1.92024 -1.90978 -0.3671
N -1.00650 -0.53622 -2.35596 1.3163
N -2.07280 -0.06486 -1.63861 -0.6285
C -2.61888 0.90891 -2.34771 -0.2581
C -1.93149 1.07616 -3.55540 -1.3987
C -0.90667 0.15454 -3.51684 0.5084
C 0.18475 -0.00680 -4.54246 0.1978
C -0.17667 -1.07356 -5.57936 -1.3524
C 1.56827 -0.25197 -3.94956 -1.3072
C -3.79806 1.67898 -1.81882 0.5652
C -3.37793 3.08818 -1.38887 -1.2543
C -4.49084 0.94493 -0.67049 -1.2219
N -1.42154 -2.55879 -0.90883 1.1396
N -1.20527 -2.38228 0.41060 -0.5879
C -2.23699 -2.91699 1.04249 -0.6426
C -3.14322 -3.46627 0.11824 -1.2492
C -2.59068 -3.19534 -1.12130 0.3241
C -3.15959 -3.60005 -2.45568 0.1335
C -2.41097 -4.81127 -3.02640 -1.2833
C -3.25036 -2.48751 -3.50259 -1.0352
C -2.29822 -2.85196 2.54398 2.2941
C -1.13950 -3.62691 3.17151 -1.4968
C -3.64147 -3.34506 3.07001 -1.8553
H 2.89498 0.71331 3.11587 0.3083
H 1.57312 -0.29257 2.55989 0.1521
H 3.18607 -1.00183 2.71987 0.3892
H 2.44348 1.21095 0.75271 -0.5716
H 4.99051 -0.48176 0.99440 0.2960
H 4.68202 0.72708 -0.25913 0.3318
H 4.84957 1.22017 1.43110 0.4365
H 3.87943 -2.45806 0.01306 0.3871
H 3.00086 -4.41455 -1.21976 0.4929
H 1.14668 -3.94906 -3.58615 0.0526
H 2.84436 -3.46502 -3.54238 0.3075
H 2.40469 -5.17537 -3.40296 0.5270
H -0.03796 -4.62537 -1.34364 0.1318
H 1.10838 -5.97537 -1.33215 0.4337
H 0.95977 -4.89473 0.07308 0.3158
H -0.28128 -2.65609 -2.86308 -0.2271
H -2.08659 1.83176 -4.30942 0.4179
H 0.23539 0.96062 -5.05156 0.5820
H -0.19786 -2.06361 -5.11273 0.0592
H -1.16146 -0.88297 -6.00999 0.2901
H 0.55979 -1.09667 -6.38775 0.5134
H 1.67563 -1.27718 -3.59453 0.0596
H 2.33113 -0.07495 -4.71311 0.5963
H 1.75171 0.42189 -3.11393 0.1054
H -4.51120 1.79321 -2.64595 0.3953
H -2.63243 3.04594 -0.59512 -0.0441
H -2.92064 3.63490 -2.21464 0.4072
H -4.24383 3.64897 -1.02439 0.4765
H -3.88730 1.00213 0.23794 0.0702
H -5.46269 1.39944 -0.46056 0.4460
H -4.62802 -0.11210 -0.90095 0.1983
H -4.08829 -3.95210 0.30349 0.4502
H -4.18496 -3.91593 -2.23296 0.5153
H -1.38324 -4.52972 -3.26241 0.0715
H -2.38138 -5.63223 -2.30782 0.3024
H -2.88334 -5.16533 -3.94753 0.4871
H -2.26855 -2.24493 -3.90824 0.0704
H -3.88368 -2.82014 -4.33093 0.5786
H -3.67052 -1.57305 -3.08698 0.0817
H -2.18055 -1.79770 2.81903 -0.6331
H -1.21364 -4.68974 2.92231 0.3437
H -0.19197 -3.25135 2.78611 0.2349
H -1.14380 -3.52557 4.26060 0.4005
H -3.78416 -4.40293 2.83096 0.4020
H -3.69879 -3.23132 4.15486 0.3665
H -4.46406 -2.78575 2.62033 0.3665
C 6.15037 6.78142 3.54623 -1.4896
C 4.86244 6.01098 3.41610 1.0483
C 3.64375 6.60150 3.72909 -0.7132
C 2.45030 5.90647 3.57175 -0.3528
C 2.46331 4.60455 3.10233 -0.6195
C 3.67286 4.00529 2.78180 -0.1119
C 4.85988 4.70037 2.94190 -0.7963
S 0.94271 3.66066 2.86778 1.4584
O 1.04886 2.56069 3.81655 -0.6724
O -0.10761 4.63094 3.16349 -0.8225
N 0.98812 3.12247 1.41840 0.1107
C 0.90421 4.13619 0.37014 -0.6737
C 0.58688 3.56075 -1.02498 -0.0076
O 0.99169 4.21729 -1.99269 -0.8148
O -0.10707 2.49696 -1.08607 -0.1858
H 6.10920 7.48430 4.38002 0.3644
H 6.35654 7.35791 2.64067 0.2743
H 6.99568 6.11127 3.70813 0.3609
H 3.62550 7.62294 4.09656 0.3225
H 1.49632 6.36078 3.80514 0.4887
H 3.66597 2.99586 2.39357 0.0234
H 5.80049 4.22319 2.68585 0.3528
H 1.84100 4.69860 0.26884 0.3066
H 0.11073 4.86652 0.57971 0.3850
S -2.75291 0.07961 5.56599 -0.2234
C -1.73087 1.34904 5.03787 -0.1115
C -2.17521 1.82587 3.85105 -1.0349
N -3.30560 1.22211 3.35008 -0.2664
C -3.71415 0.29235 4.15099 -0.2059
H -0.84136 1.65342 5.56117 0.4760
H -1.68680 2.60910 3.29544 0.8130
H -4.56913 -0.33690 3.95425 0.4863

(3)
8
Properties=species:S:1:pos:R:3:nbo_charge:R:1 method="wB97M-V/def2-TZVPD" gap_ev="7.09 / 6.63" total_charge=0 de_lowest_kcal_mol=94.2 homo_ev="-9.389 / -9.215" fmax_ev_per_a=4.4
C -0.91451 0.21064 -0.02520 -0.3468
C 1.63266 -0.85786 -0.01883 -0.0312
C -2.07439 -0.30966 -0.06186 0.6266
C 0.52041 0.25769 -0.04530 0.2225
O -3.16920 -0.66780 -0.19244 -0.4402
O 0.97007 1.48670 -0.27180 -0.6356
H 1.23721 -1.73545 0.46885 0.1165
H 1.79775 1.61574 0.14659 0.4884